one:
{"formula": "C40H110N10O10", "method": "wB97M-V/def2-TZVPD", "symbols": ["C", "O", "C", "H", "H", "N", "H", "H", "H", "H", "C", "H", "H", "H", "C", "H", "C", "H", "H", "H", "C", "H", "H", "H", "H", "O", "N", "O", "H", "C", "H", "H", "H", "H", "H", "H", "H", "C", "H", "C", "H", "H", "H", "H", "O", "N", "H", "O", "C", "H", "C", "C", "H", "C", "C", "H", "C", "H", "C", "C", "H", "C", "H", "H", "H", "H", "H", "H", "H", "C", "N", "H", "H", "H", "H", "H", "H", "C", "H", "H", "H", "H", "H", "H", "N", "H", "H", "H", "O", "H", "H", "H", "H", "C", "H", "H", "N", "H", "C", "H", "C", "H", "H", "H", "C", "H", "H", "H", "H", "C", "C", "O", "C", "N", "H", "H", "C", "H", "H", "H", "H", "H", "H", "C", "H", "H", "H", "H", "H", "H", "H", "N", "C", "N", "O", "H", "H", "H", "H", "C", "H", "H", "H", "O", "N", "H", "H", "H", "C", "C", "O", "H", "C", "H", "H", "C", "H", "C", "H", "H", "H", "H", "H", "H", "C", "C", "C", "C", "H", "H"], "coordinates": [[-3.26, -3.72, 0.19], [-2.15, -4.55, 0.74], [3.39, -2.93, -2.67], [-0.12, 1.40, -3.58], [-4.48, 2.35, 5.27], [3.90, -0.74, 0.76], [-0.16, -7.48, -1.24], [-0.65, 4.76, 6.47], [1.20, -0.24, -3.31], [-3.53, 5.76, 1.14], [2.26, 1.66, -3.84], [2.83, -0.14, 3.90], [-0.08, -2.31, -0.19], [1.33, 4.48, -2.00], [2.47, -2.30, 2.04], [4.24, -5.96, -3.55], [-0.79, 1.57, 0.38], [1.38, 2.78, 6.14], [-1.10, 2.72, -1.58], [-1.26, 6.77, 0.13], [-4.38, 1.78, 4.34], [4.51, -8.19, 0.02], [2.79, -0.76, -5.37], [-2.73, -2.97, -0.38], [2.42, 4.18, -3.68], [2.31, 2.55, -4.98], [-0.82, 2.90, -2.54], [4.46, -6.40, -1.10], [-6.23, 0.02, 1.88], [-0.41, -6.20, 0.28], [1.45, 0.02, -6.24], [3.63, -4.63, 2.82], [4.70, -0.11, 0.75], [1.04, -7.58, -0.19], [-2.86, 2.07, 0.43], [-3.31, 4.78, 2.29], [1.63, -1.85, -0.67], [1.49, 6.97, -1.42], [-3.70, 0.97, 4.64], [1.16, 4.19, 4.60], [0.01, 4.92, -0.86], [-5.42, 3.16, 0.15], [1.38, -5.98, 1.74], [2.25, 3.49, 1.53], [0.37, -0.31, -0.18], [0.46, -6.91, -0.68], [5.20, -4.02, -2.45], [0.51, 6.41, -2.21], [-0.73, 2.44, 5.45], [-1.01, -9.16, -6.85], [3.17, 0.13, 2.90], [-0.64, 1.51, 1.88], [0.42, -8.22, -7.48], [-0.53, -8.19, -6.94], [-0.65, 4.29, -2.82], [3.61, -2.31, -1.80], [1.35, 0.41, -4.18], [-0.52, 1.67, 4.70], [-3.30, 5.82, 5.50], [-5.84, 2.56, 0.97], [0.97, -5.85, -2.43], [3.50, -1.14, 2.08], [1.58, -3.97, -5.01], [-1.54, 1.06, 2.30], [4.35, -3.32, 3.71], [-1.19, 6.85, 3.96], [3.77, -2.24, -3.42], [1.09, -6.33, -6.23], [-4.16, 6.47, 5.33], [-1.41, 7.08, 1.17], [0.09, 4.16, 6.81], [-2.89, 7.16, 3.44], [4.41, -1.52, 2.56], [2.82, -3.02, 1.30], [2.03, 4.67, 5.05], [1.21, -4.75, 0.47], [0.30, 1.02, 2.13], [-5.37, 0.55, 2.30], [-6.98, -0.46, 4.47], [1.03, -1.37, -5.21], [-2.01, 5.94, -3.04], [2.99, 4.69, 2.61], [-1.60, 3.00, 5.10], [-0.65, 2.49, 2.36], [-6.03, -0.15, 4.55], [3.87, -4.51, -0.48], [3.22, -4.40, 4.51], [1.83, 2.17, -2.97], [2.27, -3.04, 3.21], [1.35, 8.05, -1.38], [-2.27, 7.75, 1.17], [-0.63, -5.81, -6.24], [-5.91, 3.15, 1.88], [0.53, 3.31, 5.73], [2.96, -7.52, -0.33], [2.33, -3.09, -2.85], [-1.98, 2.49, 0.16], [4.05, 0.76, 3.01], [0.58, -4.15, -4.63], [1.51, -1.89, 1.73], [-5.65, 1.04, 3.75], [1.44, 6.77, -0.35], [-0.79, 5.27, 2.17], [-6.51, 1.70, 3.89], [-1.41, -5.25, -0.35], [2.91, -5.28, -3.70], [-6.84, 2.31, 0.63], [-0.98, 0.26, -1.50], [-0.84, -7.05, 0.81], [0.57, -1.61, -0.70], [-1.65, 5.94, 2.09], [1.65, 3.38, 3.53], [0.20, -5.64, -4.37], [3.89, -5.03, -3.72], [3.09, -0.22, 0.45], [-0.51, 7.64, 1.38], [4.15, -4.27, -2.55], [-0.22, 4.39, -3.81], [0.19, 1.65, -5.08], [-2.40, 4.98, -1.68], [0.09, 2.04, -0.06], [-2.55, 6.15, 6.23], [-1.14, 1.91, 6.31], [-2.05, 4.90, -2.71], [-1.58, -0.43, 0.04], [-4.56, -0.18, 2.28], [2.50, 6.79, -1.77], [-1.63, 2.50, -2.99], [4.12, -6.74, 0.88], [-0.35, 3.57, 7.49], [-0.09, -3.75, -5.40], [0.03, 0.89, -4.43], [-2.08, 6.43, 3.49], [1.04, -6.28, -3.34], [-0.36, -7.70, -5.63], [-2.13, -5.79, -0.98], [-3.87, -3.25, 0.96], [2.35, 0.77, 2.59], [-2.69, 4.30, -3.35], [1.72, -0.54, -5.34], [4.01, 3.60, -4.31], [-0.80, -4.60, -0.97], [0.37, -3.53, -3.76], [-2.62, 5.40, 4.29], [-2.80, 5.16, 1.50], [-2.00, 3.32, 0.74], [0.50, 4.99, 4.26], [2.70, -5.31, -1.37], [0.37, 4.99, -1.89], [3.98, -7.24, -0.08], [-4.88, 1.52, 1.33], [-3.95, -4.32, -0.41], [0.66, -5.43, 1.13], [-0.79, -5.56, -3.93], [0.33, -1.71, -1.76], [3.42, -3.87, 3.58], [-1.26, -7.61, -7.50], [0.13, -6.38, -5.71], [0.60, -7.16, -3.13], [0.15, -4.80, 1.85], [-3.83, 5.03, 6.03], [3.25, 1.33, -3.52], [1.42, 4.92, 1.98], [-4.07, 2.55, 3.65], [3.78, -5.16, -1.35], [2.08, 4.15, 2.39], [2.95, 3.75, -4.53], [-0.84, 0.22, -0.42], [-5.54, -0.93, 4.13], [2.93, 4.53, -5.29]], "mulliken_charge": [-0.5670, -0.4099, -0.8653, 0.0580, 0.3459, -0.5125, 0.3085, 0.2028, -0.8510, 0.3823, -0.3332, 0.3436, 0.8239, 0.2212, 0.5460, 0.4049, 1.1738, 0.2500, -0.5840, 0.3605, -0.8402, 0.3100, 0.3368, 0.1999, -0.0034, -0.3807, 0.2740, -0.4822, 0.3817, -0.1643, 0.4614, -0.0184, 0.3136, 0.2079, -0.1576, -0.1378, -0.4646, -0.6781, 0.3495, -0.3322, -0.1211, 0.2285, 0.5760, 0.1898, 0.0540, -0.5074, 0.4745, -0.4648, -0.9994, 0.2611, -1.4586, -0.6392, 0.3053, -0.7780, 0.0711, 0.2883, 1.8676, 0.0246, -0.9894, -0.8428, -0.2518, 0.6412, 0.4966, 0.2303, 0.3125, 0.4336, 0.4912, 0.4375, 0.3852, -1.8530, -0.8928, 0.6016, 0.4171, -0.1876, 0.3790, -0.1438, -0.3476, -0.9884, 0.2800, 0.1577, 0.4549, 0.4863, 0.0703, 0.0069, -0.7836, 0.1738, 0.3450, 0.0140, -0.4481, 0.3343, 0.4367, 0.3933, 0.2968, 0.7114, -0.1841, -0.1688, 0.0771, 0.4373, -1.1033, -0.2431, 0.5088, 0.1070, -1.3536, 0.3771, -0.2025, -0.0471, 0.3348, 0.3347, 0.5008, -1.3442, 2.8124, -0.1147, 0.6289, -0.7861, 0.1101, 0.3981, 0.2205, 0.4143, 0.4355, 0.0605, 0.1080, 0.3930, 0.5680, -1.5310, 0.1576, 0.3397, 0.3213, 0.4599, 0.1452, 0.3044, 0.7215, -0.7605, -1.4508, -0.6515, -0.3124, 0.5406, 0.2216, 0.0931, 0.4725, -1.4856, 0.3392, -0.1052, -0.3373, -0.1027, -0.4794, -0.2374, -0.1643, -0.7579, -0.0339, -0.0782, -0.1958, 0.3133, -1.1277, 0.3621, 0.6256, -0.4783, 0.3260, -1.0387, 0.3940, 0.4414, 0.2077, 0.5990, 0.1430, -0.1439, 0.9875, -0.7939, -0.4024, -0.7926, 0.2747, 0.2864], "smiles": "COC[C@H](C)N.COC[C@H](C)N.COC[C@H](C)N.COC[C@H](C)N.COC[C@H](C)N.COC[C@H](C)N.COC[C@H](C)N.COC[C@H](C)N.COC[C@H](C)N.COC[C@H](C)N", "orbital_gap_ev": 8.68}

***

two:
{"formula": "C40H110N10O10", "method": "wB97M-V/def2-TZVPD", "symbols": ["H", "H", "H", "H", "N", "O", "C", "H", "H", "H", "H", "O", "H", "H", "C", "H", "H", "H", "H", "H", "C", "H", "H", "H", "H", "C", "H", "H", "C", "H", "N", "H", "N", "C", "H", "H", "C", "H", "H", "H", "H", "H", "N", "H", "H", "C", "C", "H", "H", "C", "H", "C", "H", "H", "H", "H", "N", "H", "H", "C", "H", "C", "N", "H", "H", "H", "C", "C", "H", "H", "H", "H", "C", "H", "C", "C", "H", "H", "H", "C", "N", "H", "H", "C", "H", "H", "H", "H", "H", "H", "H", "H", "H", "H", "H", "H", "H", "C", "H", "H", "C", "H", "H", "C", "C", "H", "C", "H", "H", "C", "H", "H", "C", "H", "H", "O", "H", "O", "H", "O", "C", "H", "H", "H", "H", "H", "H", "O", "N", "H", "C", "H", "H", "H", "H", "N", "H", "N", "H", "H", "C", "C", "O", "H", "O", "H", "H", "H", "C", "H", "H", "C", "H", "H", "H", "H", "H", "C", "H", "O", "H", "C", "C", "C", "O", "H", "C", "H", "C", "C"], "coordinates": [[-0.93, -3.89, 8.98], [2.91, 2.96, 11.23], [-3.22, 3.92, -4.61], [-4.57, -5.01, -7.13], [1.66, -1.48, -5.16], [0.03, -4.88, 7.51], [6.96, 3.16, 3.82], [0.76, -6.26, -1.29], [2.21, 5.92, -2.77], [2.58, 8.97, -2.77], [-5.21, 3.36, 2.25], [1.16, -6.23, -4.00], [-6.50, -1.32, 5.76], [2.56, -4.86, -1.96], [2.26, 1.42, 8.89], [6.19, 3.79, 4.26], [3.74, -0.53, -7.56], [3.96, 0.83, -5.27], [8.52, 2.03, 4.50], [3.86, 8.67, -4.74], [1.46, -7.27, -3.03], [-3.59, -2.78, -4.41], [-5.02, 1.36, 3.81], [0.48, 1.60, -0.06], [3.13, 6.70, -1.51], [0.53, -6.22, 7.07], [1.86, 0.40, -6.15], [5.31, 2.27, 9.95], [-0.54, -5.79, 4.80], [3.85, 0.32, 9.94], [1.88, -7.89, -0.72], [-7.42, -2.39, -4.69], [7.84, 2.67, 4.89], [-5.63, -4.07, -3.96], [3.80, 6.92, -4.56], [0.55, 7.89, -3.45], [3.10, 1.89, 11.20], [0.64, -7.98, -3.15], [-0.24, 3.24, 3.21], [1.40, 7.01, -1.66], [-3.75, 2.48, -7.13], [3.85, 1.62, 11.94], [4.56, 2.13, 9.30], [-7.00, 3.34, 3.80], [0.52, -5.99, -6.00], [-3.36, 3.96, -5.69], [6.23, 1.98, 3.17], [0.28, -0.89, 0.11], [-5.19, 0.08, 2.76], [-0.08, 1.15, 8.50], [-5.81, 3.52, -4.16], [-0.05, 3.13, 2.15], [2.05, 2.44, 8.56], [-5.63, 1.72, -3.86], [-1.10, -5.07, 5.39], [3.04, -5.70, -0.46], [-2.02, 4.10, -6.22], [4.02, -0.71, -4.37], [-1.28, -1.71, 0.15], [-4.95, -3.91, -5.29], [-5.10, -4.86, -3.43], [2.52, 7.99, -3.25], [1.32, 7.83, -4.10], [5.40, -0.50, 3.17], [-3.10, -4.39, -4.55], [-1.56, 1.22, -2.09], [-5.07, -5.19, -6.18], [-5.86, -0.76, 5.07], [2.20, 1.37, 11.55], [-8.86, -3.51, -4.48], [-7.76, 2.00, 4.21], [-5.38, -3.20, -3.36], [3.47, 1.34, 9.83], [0.00, 0.80, 7.48], [0.96, -6.72, -5.31], [-0.76, -0.79, 0.41], [1.13, -8.10, 5.27], [-1.54, 4.88, -5.81], [-0.64, -0.75, 1.50], [3.37, 0.09, -4.72], [-3.52, -3.59, -5.01], [0.26, -7.55, -5.35], [-7.93, -3.56, -5.84], [-0.38, -4.83, 8.92], [-5.40, -3.02, -5.72], [-3.63, 5.96, -6.15], [-0.92, 0.63, 8.97], [4.20, 3.07, 9.18], [8.38, 3.42, 5.29], [3.72, -1.98, -6.62], [1.14, -8.54, -0.97], [-6.95, 2.30, -4.58], [1.14, 8.64, -4.68], [-5.53, 2.35, 0.78], [-5.10, 5.22, -5.68], [2.14, -2.36, -5.24], [8.24, 4.83, 3.38], [2.32, 6.85, -2.22], [-0.41, 2.19, 8.43], [-0.12, -7.07, 7.29], [4.68, 0.13, 3.69], [2.46, 0.83, 7.99], [6.32, 8.77, -4.36], [-1.36, 0.43, -0.23], [2.81, -5.82, -1.52], [-1.15, -6.68, 4.67], [2.42, -0.48, -5.82], [4.17, -0.46, 4.46], [-4.48, 4.95, -7.33], [-4.21, 5.05, -6.28], [0.36, -1.59, -8.84], [0.87, -1.70, -5.74], [7.76, 4.01, 2.83], [3.94, 0.56, 3.02], [2.73, -8.42, -0.84], [4.85, 8.00, -3.04], [-0.39, 0.19, -2.03], [-0.58, 1.90, 1.62], [6.95, 1.39, 2.62], [-6.62, 0.02, 4.14], [-6.74, 1.77, 2.45], [1.50, -6.39, 7.53], [3.70, -6.18, -2.03], [1.42, -5.21, 5.28], [1.36, -7.26, 3.94], [-2.20, 4.50, -7.13], [0.58, -0.56, -7.43], [2.10, -1.81, -7.80], [1.42, -7.19, 4.94], [5.46, 2.26, 2.45], [0.78, -6.05, 5.53], [2.31, -7.91, -3.29], [1.03, 3.06, 1.96], [1.85, -7.16, -5.76], [7.11, 4.53, 2.13], [-1.32, 0.34, -1.67], [6.31, 7.03, -4.22], [-7.54, 2.58, 3.42], [-4.53, -5.98, -5.66], [-6.60, 3.60, 1.36], [-5.88, 2.51, -4.57], [-4.03, 2.62, -6.08], [1.07, 0.94, 9.37], [-0.28, -5.37, 3.83], [-7.07, -4.36, -4.05], [1.51, -0.12, -8.84], [-3.49, 1.73, -5.75], [-5.19, -1.44, 4.53], [1.65, -6.78, -1.63], [-2.39, 0.56, 0.09], [-7.40, 1.14, 1.85], [-5.95, 2.79, 1.69], [8.48, 3.46, 2.22], [-0.96, 2.61, -0.26], [6.80, 8.05, -2.85], [2.87, 0.44, -3.82], [-6.09, -5.51, -6.40], [-7.82, -3.40, -4.77], [-0.46, 3.99, 1.61], [-5.44, 2.58, -5.86], [-1.04, -5.65, 9.20], [6.10, 7.95, -3.68], [-5.80, 0.81, 3.28], [3.08, -1.18, -6.99], [5.57, 1.16, 4.20], [0.51, -4.84, 9.54], [-0.57, 1.71, 0.22], [-5.24, -0.14, 5.73], [3.80, 7.86, -4.02], [1.09, -0.97, -8.31]], "mulliken_charge": [0.2223, 0.3112, 0.3070, 0.3596, -0.5416, -0.2561, 0.4125, 0.2571, 0.3511, 0.2407, 0.3774, -0.2283, 0.2604, 0.3202, -0.6334, 0.2392, 0.3815, 0.3847, 0.2376, 0.3453, -0.8463, 0.2386, 0.3264, 0.3185, 0.3382, -0.6806, 0.3575, 0.2532, -1.3172, 0.2491, -0.7059, 0.3006, -0.6138, -0.8415, 0.3387, 0.2584, -1.3779, 0.3887, 0.2264, 0.3534, 0.3623, 0.4185, -0.6553, 0.2504, 0.2762, 0.4595, -0.8408, 0.3292, 0.4075, -0.7791, 0.2926, -0.7401, 0.3217, 0.2976, 0.3466, 0.4124, -0.7151, 0.2994, 0.3483, 0.3017, 0.4033, 0.4226, -0.6545, 0.3042, 0.2556, 0.2060, -1.3140, -0.7410, 0.3215, 0.2729, 0.2814, 0.4972, 0.4313, 0.3007, -0.8664, -1.4654, 0.2305, 0.2216, 0.3343, -1.5476, -0.6357, 0.3228, 0.2518, -0.6961, 0.3774, 0.4672, 0.2695, 0.2615, 0.2523, 0.3441, 0.2489, 0.2680, 0.2406, 0.3502, 0.3313, 0.2679, 0.3685, -1.3712, 0.3335, 0.3672, -0.6757, 0.3111, 0.2991, 0.5404, -1.4830, 0.2932, 0.2901, 0.2220, 0.3425, -1.4837, 0.2463, 0.3066, -1.3969, 0.2491, 0.2444, -0.2959, 0.2056, -0.2580, 0.3636, -0.3607, 0.5516, 0.3587, 0.3244, 0.1666, 0.2171, 0.3091, 0.2669, -0.3278, -0.6570, 0.4269, 0.4982, 0.3576, 0.2872, 0.3501, 0.3609, -0.5484, 0.3110, -0.7409, 0.3147, 0.4519, -0.7171, -0.7316, -0.3325, 0.3398, -0.3776, 0.2911, 0.3628, 0.2969, 0.6267, 0.2330, 0.2803, -1.5982, 0.3431, 0.3852, 0.2571, 0.3083, 0.3146, -0.7188, 0.2980, -0.3765, 0.2933, -0.7619, -0.6937, -0.6865, -0.2563, 0.2712, -0.7043, 0.3031, -0.6701, -0.6388], "smiles": "COC[C@H](C)N.COC[C@H](C)N.COC[C@H](C)N.COC[C@H](C)N.COC[C@H](C)N.COC[C@H](C)N.COC[C@H](C)N.COC[C@H](C)N.COC[C@H](C)N.COC[C@H](C)N", "orbital_gap_ev": 8.96}

***

Stability comparison, relative energies in hartree: one 0.0000; two 0.0177